[1]
77
Properties=species:S:1:pos:R:3:forces:R:3 method="wB97M-V/def2-TZVPD" e_lumo_ha=-0.1217 energy_ha=-2182.11749 total_charge=+1
C -4.04822 -1.81288 2.28353 -0.147 1.139 -1.321
C -2.51159 -1.86844 1.95193 -0.729 -1.086 2.791
O -2.17647 -2.41076 0.65954 0.110 2.314 -1.079
B -2.59124 -1.65660 -0.42814 -1.885 -2.220 1.254
O -3.93264 -1.84249 -0.84086 2.063 0.151 -0.866
N -1.67160 -0.69521 -1.22249 2.047 -1.340 -0.656
C -0.94017 0.26186 -0.26714 1.277 1.774 -0.057
C -1.62113 1.64507 -0.02289 -0.233 0.308 1.010
C -3.02665 1.63388 0.69528 0.692 0.357 0.740
C -3.28264 3.11350 1.20248 -1.056 -0.241 -1.003
O -4.12636 3.73789 0.62195 0.510 0.219 0.384
O -2.56013 3.70392 2.21797 -0.312 -2.041 -0.673
C -2.00658 2.76237 3.15594 1.185 0.372 2.151
C -1.35003 3.58987 4.33574 0.040 -0.950 -0.323
C -0.54827 -1.49377 -1.85527 2.111 -1.894 -1.314
C -0.26649 -1.55171 -3.26375 -0.040 -0.052 -1.033
C 0.83145 -2.32063 -3.87799 0.098 -0.297 4.241
C 1.66427 -3.01501 -2.87980 -2.462 2.002 -0.857
C 1.27127 -2.82194 -1.49346 1.554 -1.269 -0.412
N 0.24573 -2.14078 -0.96622 -0.250 0.430 -1.908
P -2.74280 0.18007 -2.41200 -3.212 2.627 -1.292
N -1.75997 1.32248 -3.33778 0.483 -2.480 0.866
O -3.32688 -0.86728 -3.59966 1.059 0.708 1.040
H -4.45953 -0.91369 1.73249 0.140 -0.903 0.584
H -4.63131 -2.68227 1.88647 0.735 0.555 0.637
H -4.24518 -1.61409 3.36648 0.388 -0.456 -0.872
H -2.05598 -2.56735 2.70934 -0.198 0.641 -0.990
H -2.08299 -0.86052 2.18219 -0.071 -0.750 -0.667
H -3.98244 -2.70183 -1.30971 -0.401 0.387 0.499
H 0.04004 0.47922 -0.78051 -0.979 -0.245 0.486
H -0.63908 -0.26863 0.67490 -0.738 0.271 -1.016
H -0.93054 2.20351 0.67579 -0.417 -0.743 -0.795
H -1.67470 2.31512 -0.92744 -0.020 -0.961 0.655
H -3.08259 0.95573 1.58472 0.406 0.367 -0.768
H -3.83387 1.31870 -0.00742 0.524 0.696 0.620
H -2.76321 2.07250 3.61754 0.276 0.771 -0.691
H -1.18613 2.11680 2.74908 -0.723 0.573 -0.144
H -2.08505 4.25564 4.84492 0.620 -0.427 -0.561
H -0.44140 4.13930 3.98334 -0.958 -0.237 0.242
H -0.98593 2.83352 5.08135 -0.341 0.709 -0.537
H -0.88625 -0.99327 -4.00610 0.415 -0.658 0.952
H 1.02788 -2.35627 -4.96798 -0.316 0.102 0.937
H 2.54529 -3.61512 -3.18658 -0.782 0.466 0.491
H 1.92719 -3.34215 -0.74721 -0.777 0.603 -0.627
H -0.78995 1.15518 -3.02792 -0.163 0.629 -0.502
H -1.80283 1.03678 -4.32615 0.079 0.271 0.314
H -4.29862 -0.79898 -3.51204 0.458 -0.243 0.025
C 4.62269 6.34533 8.44232 -0.110 0.284 -0.112
C 4.05174 5.10339 7.78859 0.562 0.012 0.320
O 2.69452 5.31757 7.37511 -0.184 -0.105 -0.304
C 2.54184 5.98355 6.22677 0.083 0.092 0.282
O 3.42642 6.40012 5.52370 -0.181 -0.123 0.004
O 1.22860 6.12744 6.00101 0.111 -0.158 -0.025
C 0.92172 6.89464 4.83736 -0.195 0.194 -0.287
H 3.97451 6.68438 9.25296 0.064 -0.141 0.047
H 5.61789 6.14724 8.84296 -0.052 -0.036 -0.008
H 4.69678 7.16668 7.72775 0.070 -0.108 -0.032
H 4.02973 4.28739 8.51212 -0.305 0.029 -0.092
H 4.66501 4.77293 6.94811 -0.163 0.148 -0.087
H 1.43785 6.50596 3.95885 0.120 0.091 0.117
H 1.18034 7.94137 5.00067 0.114 -0.080 -0.097
H -0.15135 6.82449 4.66500 0.042 -0.112 0.253
C 0.72950 -7.14258 -5.40830 0.262 -0.133 0.023
C 0.66589 -5.95234 -6.34397 -0.433 -0.375 0.133
O 1.90948 -5.23674 -6.35087 0.040 0.259 -0.110
C 2.87845 -5.77225 -7.10865 0.165 -0.097 0.088
O 2.78731 -6.77191 -7.76961 -0.058 0.197 0.081
O 3.97165 -5.01147 -6.98167 -0.295 0.003 0.009
C 5.11336 -5.51450 -7.68068 0.431 -0.059 -0.197
H 1.05219 -6.83108 -4.41202 -0.136 0.055 -0.012
H -0.24609 -7.62469 -5.33057 0.022 0.049 -0.010
H 1.45082 -7.88106 -5.76111 -0.100 0.032 -0.083
H -0.09335 -5.25157 -5.99137 0.239 0.176 -0.022
H 0.38509 -6.25046 -7.35555 0.225 -0.001 0.017
H 4.88168 -5.70958 -8.72741 -0.081 -0.099 0.124
H 5.47918 -6.41931 -7.19419 -0.102 -0.028 -0.125
H 5.89084 -4.75413 -7.63380 -0.212 0.084 0.153

***

[2]
84
Properties=species:S:1:pos:R:3:forces:R:3 method="wB97M-V/def2-TZVPD" e_lumo_ha=0.0049 energy_ha=-10025.19652
O 4.66834 -1.36906 2.14510 0.742 -0.420 0.326
C 3.53003 -1.22898 2.41730 0.068 0.875 -1.259
F 3.04873 -1.83068 3.55200 -0.381 0.781 -0.871
C 2.59824 -0.41880 1.46930 -0.363 -1.047 1.371
Si 1.31178 -1.68440 0.77943 -0.373 0.883 0.856
N 0.37963 -2.22776 2.22625 0.502 -0.204 -0.723
C -0.35208 -1.33155 2.55580 -1.006 1.929 0.017
S -1.21421 0.00704 2.77081 0.791 -1.592 0.063
H 3.20311 0.02456 0.64597 -0.266 -0.362 0.871
H 2.09556 0.36652 2.08688 0.086 -0.570 -0.701
H 1.93747 -2.79571 0.06477 0.100 -0.150 0.087
H 0.33107 -0.93922 -0.04034 0.167 -0.156 -0.174
Cl -3.23468 2.56479 3.03862 -0.115 -0.008 0.005
C -2.55522 4.16963 3.41566 0.066 0.146 0.025
C -1.55979 4.61680 2.37091 -0.239 0.179 0.044
Cl -0.06555 3.63957 2.39496 -0.013 -0.068 -0.080
H -2.10655 4.12250 4.40356 -0.044 -0.093 -0.093
H -3.39129 4.86861 3.45517 0.047 -0.017 -0.092
H -1.26405 5.65004 2.55769 0.007 -0.076 0.124
H -1.97964 4.55662 1.36395 0.232 -0.084 0.648
Cl -2.28312 4.54275 -0.78333 -0.176 -0.064 -0.682
C -0.76532 5.01320 -1.59075 0.199 0.180 -0.079
C -0.40465 4.06708 -2.71111 0.024 0.055 -0.066
Cl 0.06370 2.45802 -2.10074 -0.039 0.327 0.616
H 0.01979 5.05814 -0.83623 -0.085 -0.121 0.004
H -0.91510 6.01773 -1.98726 -0.050 -0.086 -0.055
H 0.45040 4.45732 -3.26453 -0.015 0.028 0.097
H -1.23121 3.93871 -3.40818 -0.012 0.007 0.121
Cl -2.54584 4.18168 -5.78454 -0.141 0.085 -0.071
C -1.89640 2.52443 -5.95825 0.110 0.237 0.196
C -1.21942 2.31946 -7.29313 0.112 -0.062 0.095
Cl -2.38199 2.33151 -8.64563 -0.026 0.042 -0.034
H -2.71821 1.82281 -5.81340 0.005 0.079 -0.046
H -1.17162 2.37482 -5.14341 -0.901 0.574 -0.734
H -0.72510 1.34911 -7.31070 -0.090 0.022 0.048
H -0.47068 3.08747 -7.48450 -0.126 0.029 0.001
Cl -0.16075 5.42929 5.49218 0.145 0.155 0.129
C 0.29384 3.83738 6.15438 -0.043 -0.251 0.078
C 1.65731 3.85776 6.80463 -0.053 -0.050 0.122
Cl 2.96589 4.06716 5.61393 0.004 0.026 -0.014
H 0.24702 3.10946 5.34410 0.058 0.122 -0.036
H -0.46370 3.57433 6.89354 0.072 0.058 0.022
H 1.83847 2.90864 7.30990 -0.068 0.006 -0.082
H 1.73875 4.65681 7.54016 -0.003 0.014 -0.119
Cl 0.16578 0.89108 -4.71576 1.076 -1.320 -0.089
C -0.24852 -0.83498 -4.52976 0.046 -0.303 -0.184
C 0.56984 -1.72221 -5.43947 0.101 -0.066 0.212
Cl 0.14075 -1.49951 -7.15569 -0.027 0.029 -0.032
H -1.32003 -0.94582 -4.71583 0.780 0.072 -0.198
H -0.05503 -1.09574 -3.48816 0.025 0.013 -0.046
H 0.38139 -2.76959 -5.19969 -0.061 0.066 0.020
H 1.63741 -1.53481 -5.33106 -0.070 0.050 -0.086
Cl 5.44706 -1.98184 7.79642 0.012 0.023 0.055
C 5.11531 -1.23650 6.21069 -0.103 0.024 -0.165
C 6.23795 -1.46465 5.22566 -0.138 -0.009 -0.112
Cl 7.71472 -0.56875 5.66986 0.041 -0.012 0.045
H 4.93184 -0.17440 6.36880 0.111 -0.055 0.042
H 4.19833 -1.68919 5.83416 0.090 -0.039 -0.011
H 5.94052 -1.11303 4.23849 -0.017 -0.008 0.083
H 6.49413 -2.52010 5.14743 0.012 0.070 0.093
Cl -2.95861 -0.47452 5.82813 -0.027 0.018 0.056
C -2.45912 -2.03603 6.52450 -0.033 -0.099 0.080
C -1.11348 -1.95184 7.20833 -0.068 -0.093 0.124
Cl 0.21759 -1.70684 6.04843 0.025 0.039 -0.011
H -2.45646 -2.77648 5.72551 0.077 0.104 -0.002
H -3.22356 -2.31866 7.24886 0.080 0.040 0.023
H -0.90699 -2.88529 7.73280 -0.040 0.011 -0.079
H -1.08335 -1.13960 7.93315 -0.017 0.012 -0.120
Cl -3.22173 -1.08199 -3.71664 -0.728 0.027 0.291
C -4.28756 -2.50642 -3.64506 -0.263 -0.108 0.070
C -3.52664 -3.74712 -3.24554 -0.138 -0.021 0.119
Cl -2.38901 -4.26146 -4.51705 -0.022 0.080 0.080
H -4.76460 -2.62218 -4.61717 0.133 0.014 0.016
H -5.06300 -2.29200 -2.90922 0.097 -0.013 0.029
H -4.21987 -4.57281 -3.08340 0.003 0.056 -0.087
H -2.96070 -3.59355 -2.32778 0.023 0.052 -0.108
Cl -0.02276 -6.70891 -5.15541 0.083 -0.016 -0.014
C -0.41780 -5.87970 -6.68338 -0.080 -0.018 -0.118
C 0.68839 -6.00880 -7.70387 -0.103 -0.022 -0.129
Cl 2.14262 -5.09163 -7.23534 0.017 -0.011 0.041
H -0.63122 -4.83576 -6.45734 0.123 -0.037 -0.035
H -1.32966 -6.33904 -7.06602 0.074 -0.015 -0.010
H 0.35580 -5.60672 -8.66132 -0.027 0.046 0.091
H 0.97732 -7.04824 -7.85213 0.021 0.065 0.110

***

[3]
66
Properties=species:S:1:pos:R:3:forces:R:3 method="wB97M-V/def2-TZVPD" e_lumo_ha=0.0084 energy_ha=-1158.97930
H -2.99483 1.77009 -4.42122 0.772 0.225 -0.068
N -2.06736 2.24816 -4.39446 0.344 1.122 6.071
C -1.84016 2.53059 -3.05917 -1.190 -1.094 -3.565
C -2.93108 2.12448 -1.87750 0.217 0.862 0.087
C -2.20429 1.41728 -0.56454 -0.469 0.695 -1.320
C -1.45751 2.62396 0.26407 0.334 -0.460 0.057
C -0.15782 2.08988 1.17083 -0.383 1.116 -0.401
C 1.18233 2.56800 0.35579 0.365 -1.577 0.430
C 2.60007 1.95808 0.97814 0.105 1.033 -0.382
C 3.70798 2.05236 -0.26158 0.434 -0.432 0.043
C 4.06225 0.59556 -0.93304 -0.614 -0.743 0.238
C 2.94993 0.10879 -2.07944 -0.253 -0.111 0.918
C 1.93923 -0.95587 -1.27897 0.468 0.912 -0.595
C 2.71117 -2.39933 -1.19728 -0.867 0.072 -1.243
C 1.99081 -3.52580 -0.25022 0.923 -0.294 0.881
C 1.37410 -2.96295 1.15944 -0.555 -0.570 0.785
C 2.44139 -2.91259 2.41017 -0.394 0.074 0.010
C 3.84447 -2.12928 2.08725 0.819 -0.429 1.133
O -1.24826 0.48025 -1.23008 -2.023 -1.452 -0.783
C -2.07347 -0.64747 -1.69482 0.298 -0.345 -4.160
O -2.09727 -1.10806 -2.94976 0.419 2.853 8.402
C -2.91326 -1.07028 -0.34689 0.825 0.224 -1.963
O -1.92729 -1.82290 0.48077 -1.136 0.446 -1.413
C -3.27958 0.45439 0.22918 -0.436 -0.107 -0.462
C -3.48508 0.62046 1.84802 0.101 -0.569 -0.129
N -4.98893 0.55690 2.17842 1.173 -0.934 -1.090
C -5.56277 -0.80358 1.81203 -1.352 -0.251 0.127
H -0.84015 3.10988 -2.80633 -2.233 -1.357 -0.354
H -3.40720 3.12562 -1.50272 0.695 -1.765 -0.688
H -3.80685 1.45760 -2.32806 2.044 1.301 0.823
H -1.06777 3.45508 -0.49742 -0.886 -1.952 1.566
H -2.27555 3.14639 0.92240 1.518 -1.099 -1.243
H -0.24302 0.91082 1.31366 0.385 2.601 -0.270
H -0.16537 2.66776 2.21307 -0.074 -1.531 -2.126
H 1.10895 2.10634 -0.74044 0.038 1.262 2.240
H 1.26245 3.73920 0.35122 -0.290 -2.299 -0.206
H 2.47231 0.87600 1.40514 0.179 1.942 -1.032
H 2.98445 2.62430 1.88867 -0.940 -1.359 -1.972
H 3.23137 2.72783 -1.11367 1.286 -1.161 1.886
H 4.72981 2.50297 0.15105 -2.310 -0.753 -0.990
H 3.99467 -0.19890 -0.04467 0.302 1.667 -1.966
H 5.14511 0.50098 -1.36841 -2.013 0.598 0.835
H 2.32195 1.03149 -2.50317 1.442 -1.981 0.965
H 3.47819 -0.42120 -2.98608 -1.059 1.003 1.793
H 0.90959 -0.99934 -1.86155 2.077 -0.174 1.333
H 1.76645 -0.44698 -0.21231 0.219 -1.370 -2.330
H 2.70133 -2.84278 -2.30637 0.108 1.001 2.325
H 3.83688 -2.18586 -0.95271 -2.231 -0.613 -0.161
H 1.16690 -4.17436 -0.79672 1.670 1.658 0.841
H 2.84603 -4.30219 0.04917 -1.850 1.502 -0.621
H 0.53001 -3.74195 1.48566 1.726 1.699 -0.620
H 0.83841 -1.92491 1.09340 1.055 -1.929 -0.235
H 2.59498 -4.04324 2.75296 0.097 2.502 -0.760
H 1.94681 -2.35059 3.33687 0.919 -1.253 -2.025
H 3.74557 -0.93990 2.09872 0.001 -2.715 -0.301
H 4.57938 -2.37573 2.99586 -1.519 0.571 -1.935
H 4.40786 -2.51895 1.12395 -1.393 0.935 1.918
H -3.80633 -1.73193 -0.73255 1.586 1.341 1.269
H -1.46893 -2.52033 -0.07430 -0.962 1.242 0.712
H -4.33829 0.73643 -0.21505 2.104 -0.721 0.706
H -3.08753 1.62579 2.29744 -0.618 -1.910 -1.187
H -2.89300 -0.26977 2.35701 -1.456 1.872 -0.822
H -5.47384 1.28015 1.57811 0.771 -1.112 0.942
H -4.95372 -1.70768 2.26049 -0.980 2.066 -0.963
H -6.65438 -0.87176 2.28033 2.322 0.140 -1.013
H -5.69233 -0.91743 0.65218 0.347 -0.112 2.055